8
Properties=species:S:1:pos:R:3:forces:R:3:lowdin_charge:R:1 method="wB97M-V/def2-TZVPD" e_tot_ha=-2798.48031 multiplicity=3 homo_lumo_gap_ev="7.79 / 8.63" total_charge=0 lumo_energy_ev="0.9 / -1.5" e_above_lowest_kcal_mol=0.0
C -0.70960 -0.63215 0.20583 1.9 1.7 0.7 -0.65
N 1.21406 0.61416 0.44355 0.4 -0.3 2.3 -0.18
N 0.29422 0.21306 -0.39182 -1.0 0.0 -3.4 -0.18
O 2.13055 1.29429 0.06089 2.3 1.7 -0.6 0.03
Br -2.36518 0.29505 0.22644 -1.4 0.1 -0.2 0.64
H -0.46153 -0.69869 1.30749 0.0 -0.6 -1.6 0.09
H -0.62894 -1.48652 -0.40202 -1.2 -1.7 0.0 0.05
H 0.52642 0.40080 -1.45036 -1.0 -1.0 2.9 0.20

***

12
Properties=species:S:1:pos:R:3:forces:R:3:lowdin_charge:R:1 method="wB97M-V/def2-TZVPD" e_tot_ha=-414.60603 multiplicity=1 homo_lumo_gap_ev=9.32 total_charge=0 lumo_energy_ev=-0.2 e_above_lowest_kcal_mol=150.7
C -1.22264 1.00557 -0.08058 1.1 0.2 0.1 -0.17
C 0.34922 -1.01985 -0.06577 -2.5 -2.8 0.9 -0.44
C 1.50576 -0.31512 0.14457 3.9 1.7 -0.8 -0.04
C 2.65511 0.06770 0.10270 -2.2 -0.8 0.5 0.20
H -1.38381 -2.03602 -0.48332 -2.4 1.4 4.0 0.27
H -2.31125 1.28821 -0.25042 1.3 -0.9 0.5 0.15
H -0.54422 2.74553 0.14595 -0.5 1.5 -0.4 0.03
H 3.64061 0.37492 0.22714 1.0 0.4 0.0 0.03
N -0.87497 -0.37978 -0.06039 -1.4 0.6 0.9 -0.13
N -0.24761 1.81451 0.03909 -0.6 -1.6 0.2 0.12
O -1.92949 -1.25811 0.35767 3.1 -2.1 -5.1 -0.08
O 0.36331 -2.28757 -0.07666 -0.8 2.5 -0.7 0.05

***

77
Properties=species:S:1:pos:R:3:forces:R:3:lowdin_charge:R:1 method="wB97M-V/def2-TZVPD" e_tot_ha=-2857.61814 multiplicity=1 homo_lumo_gap_ev=1.34 total_charge=0 lumo_energy_ev=-3.6
C -1.27441 -4.10129 -2.96296 0.0 -0.3 0.1 -0.10
C -0.34629 -5.05956 -2.19210 -0.3 0.6 -0.5 -0.26
C 1.04944 -5.06530 -2.80833 -0.3 -0.4 0.2 -0.23
C 2.10431 -5.87130 -2.05101 0.0 0.4 0.2 -0.20
C 2.24162 -5.49652 -0.56332 0.1 0.4 -0.1 -0.16
C 3.65296 -5.01201 -0.09375 -0.6 -0.3 0.1 -0.19
C 3.63324 -3.57099 0.28904 0.3 0.8 -0.1 -0.24
C 3.94416 -2.52046 -0.58262 -0.2 -0.6 0.8 -0.54
I 4.54460 -2.82159 -2.52879 0.0 0.0 -0.1 1.18
C 3.85877 -1.21903 -0.06056 0.2 0.3 -0.4 -0.22
C 4.14355 -0.01873 -0.94481 -0.6 0.0 -0.1 -0.46
O 5.23392 0.40296 -1.09323 0.7 0.3 0.0 0.19
N 2.96892 0.54901 -1.53963 0.5 -0.7 0.5 0.20
C 2.32026 1.51558 -0.78250 0.4 0.0 -0.1 -0.56
O 1.19828 1.81224 -0.86393 -1.4 0.3 -0.1 0.20
F 3.14693 2.06364 0.09498 0.6 0.3 0.3 0.16
N 3.53560 -0.89570 1.16314 -0.2 -0.3 0.0 0.22
N 3.23815 -1.89133 2.00259 0.3 -0.3 -0.9 -0.07
C 2.86852 -1.42860 3.34703 0.1 0.7 0.6 -0.12
C 1.45052 -0.87137 3.40113 0.1 -0.2 -0.8 -0.14
C 0.32049 -1.89451 3.34759 -0.3 0.4 0.3 -0.15
C -0.17982 -2.35139 4.72818 0.2 -0.3 -0.6 -0.15
O 0.56918 -1.74170 5.79010 -0.7 0.0 0.7 -0.05
C 1.20384 -2.61104 6.59880 0.4 -0.3 0.0 -0.32
O 2.11404 -3.28730 6.22748 0.3 -0.4 -0.3 0.09
C 3.27344 -3.16481 1.59118 -0.2 -0.6 0.4 -0.49
Cl 2.83682 -4.36025 2.74581 0.1 0.2 -0.1 0.89
H -1.82567 -4.63106 -3.73314 0.0 0.0 -0.2 0.07
H -2.00459 -3.63888 -2.30654 -0.1 0.0 0.1 0.07
H -0.70731 -3.30551 -3.43745 0.0 0.2 -0.1 0.07
H -0.33370 -4.72906 -1.15771 0.1 -0.2 0.2 0.09
H -0.78122 -6.05390 -2.24017 0.1 -0.2 0.3 0.11
H 1.36247 -4.03252 -2.95236 0.2 0.2 0.1 0.08
H 0.95179 -5.50040 -3.80160 0.1 0.1 -0.2 0.12
H 3.06204 -5.68173 -2.52426 0.2 -0.3 -0.3 0.07
H 1.86799 -6.92425 -2.15927 0.1 -0.2 0.1 0.11
H 1.54502 -4.68524 -0.36252 -0.2 0.1 0.1 0.09
H 1.93159 -6.31457 0.07531 0.0 -0.2 0.1 0.11
H 3.91946 -5.59683 0.77548 0.3 -0.1 0.1 0.09
H 4.40746 -5.17689 -0.85277 0.1 0.0 -0.2 0.08
H 2.30617 -0.17262 -1.80059 -0.2 0.2 -0.3 0.15
H 3.08980 -2.18446 4.08938 -0.2 -0.3 0.0 0.09
H 3.53871 -0.59626 3.53592 0.2 0.0 -0.1 0.14
H 1.39383 -0.22528 4.26643 -0.1 0.0 0.2 0.12
H 1.33969 -0.21783 2.53710 0.1 0.2 -0.1 0.12
H 0.58744 -2.76904 2.76533 0.2 -0.1 -0.2 0.08
H -0.50910 -1.43094 2.82276 -0.1 0.0 -0.1 0.12
H -1.22652 -2.10728 4.86771 -0.1 0.3 0.1 0.13
H -0.10066 -3.43325 4.78712 0.1 -0.1 0.2 0.12
H 0.84995 -2.68987 7.62866 -0.2 0.5 0.1 0.15
C -0.12102 5.53155 -2.03622 0.2 -0.3 0.2 -0.21
Si -1.76066 4.99315 -1.26509 -0.7 0.9 -0.6 0.21
C -1.55641 5.18565 0.61061 0.3 -0.3 0.1 -0.20
C -1.94151 3.14234 -1.63014 0.3 -0.2 0.2 -0.19
N -3.00344 5.92486 -1.91006 -0.2 -0.6 0.5 -0.22
Si -4.64396 5.81189 -1.53377 1.0 0.4 -0.5 0.22
C -5.03689 6.16904 0.28530 -0.4 -0.1 0.0 -0.20
C -5.40821 4.12776 -1.95143 -0.3 0.0 0.1 -0.20
C -5.59454 7.09190 -2.54545 -0.3 -0.1 0.2 -0.21
H 0.71707 4.94698 -1.63702 0.0 0.0 0.0 0.00
H -0.14696 5.39498 -3.11922 0.0 0.0 0.0 0.01
H 0.06917 6.58587 -1.82649 0.0 0.0 0.0 0.01
H -0.60858 4.74464 0.94468 0.0 0.0 0.0 0.01
H -2.35965 4.68650 1.15721 -0.1 0.0 0.0 0.00
H -1.55318 6.24109 0.88707 0.0 0.0 0.0 0.02
H -2.15872 2.98037 -2.68759 -0.1 0.1 0.0 0.02
H -2.74228 2.69137 -1.03896 -0.1 0.0 0.0 0.01
H -1.01725 2.61004 -1.38909 0.0 0.0 0.0 -0.02
H -4.71709 5.35198 0.93603 0.1 0.0 0.0 0.00
H -6.11557 6.30031 0.43115 0.0 0.0 0.0 0.01
H -4.53916 7.08412 0.61030 0.0 0.0 0.0 0.02
H -5.12828 3.82184 -2.96089 0.0 0.0 0.0 0.02
H -6.50250 4.17524 -1.90245 0.0 0.0 0.0 0.01
H -5.08387 3.35295 -1.25301 0.1 0.0 0.0 0.00
H -5.45347 6.91421 -3.61337 0.0 0.0 0.0 0.01
H -5.24021 8.09810 -2.31370 0.0 0.0 0.0 0.01
H -6.66853 7.05032 -2.33072 0.0 0.1 -0.1 0.01

***

19
Properties=species:S:1:pos:R:3:forces:R:3:lowdin_charge:R:1 method="wB97M-V/def2-TZVPD" e_tot_ha=-311.00099 multiplicity=1 smiles=CCOCC1CC1 homo_lumo_gap_ev=10.86 total_charge=0 lumo_energy_ev=1.2 e_above_lowest_kcal_mol=36.6
C 2.77019 0.72619 0.14700 0.0 0.0 0.0 -0.08
C 1.85834 -0.31478 -0.47413 0.2 0.1 -0.2 -0.30
O 0.76729 -0.49891 0.39593 0.0 0.0 0.0 -0.16
C -0.37199 -1.10094 -0.18285 -0.2 0.0 -0.1 -0.20
C -1.60721 -0.49361 0.43642 0.1 -0.1 0.1 -0.27
C -2.67395 0.09566 -0.44688 -0.2 0.0 -0.1 -0.12
C -1.74613 0.99345 0.31614 0.0 0.2 0.1 -0.12
H 3.66238 0.88120 -0.46774 -0.1 0.0 0.1 0.07
H 2.23754 1.67823 0.24240 0.1 -0.1 0.0 0.08
H 3.08247 0.40973 1.14628 0.0 0.0 -0.1 0.08
H 2.39754 -1.26165 -0.64378 -0.1 0.1 0.1 0.12
H 1.50342 0.03802 -1.45822 0.0 -0.1 0.2 0.12
H -0.38022 -0.91611 -1.26939 0.0 0.0 0.1 0.12
H -0.34726 -2.19246 -0.03812 0.0 0.2 0.0 0.13
H -1.93711 -0.94218 1.37010 0.1 0.1 -0.1 0.14
H -2.54249 0.02048 -1.52405 0.0 0.0 0.2 0.10
H -3.70708 0.02998 -0.11872 0.2 0.0 0.0 0.10
H -0.96017 1.50853 -0.23081 -0.2 -0.1 0.1 0.10
H -2.13241 1.54523 1.16758 0.0 -0.1 -0.2 0.10

***

15
Properties=species:S:1:pos:R:3:forces:R:3:lowdin_charge:R:1 method="wB97M-V/def2-TZVPD" e_tot_ha=-611.29709 multiplicity=3 homo_lumo_gap_ev="4.93 / 5.93" total_charge=0 lumo_energy_ev="0.6 / -3.8" e_above_lowest_kcal_mol=57.3
C 0.90542 -2.03014 0.05862 0.1 -0.3 2.2 -0.16
C -1.56186 2.18170 0.04081 -1.0 1.8 -1.2 -0.17
C 0.31715 -0.73447 0.57286 -0.5 0.6 -1.9 -0.36
O -2.23074 -1.74148 -0.00678 -2.1 -2.7 0.2 -0.39
O -2.22787 1.00743 0.26534 -2.2 3.8 1.1 -0.09
P -1.34181 -0.62112 -0.19036 3.1 -1.1 1.9 0.62
H 1.49686 -1.78561 -0.75860 1.6 0.2 -1.3 0.05
H 1.42392 -2.57519 0.85125 0.4 0.0 -0.3 0.08
H 0.17203 -2.68989 -0.32175 -1.0 -0.8 -0.1 0.04
H -2.20182 3.04093 0.00358 -0.9 0.3 0.5 0.08
H -1.06690 2.29402 -0.90868 0.5 -1.1 -0.9 0.09
H -0.78026 2.48124 0.69186 1.0 -0.5 1.4 0.10
H 0.81297 0.12253 0.09618 0.2 0.0 0.2 0.07
H 0.23839 -0.50149 1.60937 0.1 -0.5 0.9 0.06
H -1.03085 -0.30728 -1.42768 0.7 0.4 -2.8 -0.01

***

104
Properties=species:S:1:pos:R:3:forces:R:3:lowdin_charge:R:1 method="wB97M-V/def2-TZVPD" e_tot_ha=-4190.85412 multiplicity=1 homo_lumo_gap_ev=5.62 total_charge=+3 lumo_energy_ev=-8.5 e_above_lowest_kcal_mol=135.6
Pd 1.35112 1.41758 -0.57695 -0.1 0.0 0.0 1.01
Cl 6.42124 5.47851 -3.72695 0.0 0.0 0.0 0.73
C 5.32204 4.28593 -3.14817 0.0 0.0 0.0 -0.66
C 5.35281 2.98725 -3.70091 0.0 0.0 0.0 -0.04
C 4.50184 2.01363 -3.25844 0.0 0.0 0.0 0.01
C 3.56104 2.27155 -2.23775 0.0 0.0 0.0 -0.32
O 2.83338 1.27109 -1.82773 0.0 0.0 -0.1 -0.21
C 3.50582 3.58800 -1.70131 0.0 0.0 0.0 -0.13
C 2.60446 4.01441 -0.70895 0.0 0.0 0.0 -0.05
N 1.59405 3.36126 -0.17793 0.0 0.0 0.0 -0.05
C 0.85619 4.03320 0.83550 0.0 -0.1 0.1 -0.17
C 0.75105 5.41109 0.86705 0.0 0.0 0.0 0.02
C 0.33308 6.11984 2.00706 0.0 0.0 0.0 -0.01
C 0.04790 5.45638 3.16426 0.0 0.0 0.0 0.01
C 0.01195 4.04509 3.15321 0.0 0.0 0.0 -0.12
C -0.27862 3.30266 4.31901 0.0 0.0 0.0 0.07
C -0.33063 1.93266 4.28840 -0.1 0.0 0.0 0.02
C -0.25156 1.30011 3.05574 0.1 0.1 0.0 0.00
N -0.01703 1.99851 1.94629 0.0 0.0 0.1 -0.05
C 0.29252 3.34970 1.95366 0.0 0.1 0.0 -0.05
C 4.42599 4.57354 -2.16930 0.0 0.0 0.0 -0.05
H 6.07138 2.76858 -4.48011 0.0 0.0 0.0 0.12
H 4.54043 1.01392 -3.66959 0.0 0.0 0.0 0.13
H 2.79451 5.01743 -0.33765 0.0 0.0 0.0 0.13
H 1.04906 5.98195 -0.00197 0.0 0.0 0.0 0.13
H 0.30624 7.20019 1.97073 0.0 0.0 0.0 0.13
H -0.16709 5.98444 4.08333 0.0 0.0 0.0 0.14
H -0.43789 3.83794 5.24701 0.0 0.0 0.0 0.15
H -0.50496 1.34364 5.17649 0.0 0.0 0.0 0.13
H -0.37343 0.23432 2.92482 -0.1 0.0 0.0 0.12
H 4.39767 5.56928 -1.74490 0.0 0.0 0.0 0.12
N -0.21677 1.42303 0.69249 0.1 0.0 0.0 -0.29
S -1.56884 0.60708 0.47222 0.0 0.0 0.0 1.00
N -1.75561 -0.84104 0.97223 0.0 -0.1 0.0 -0.37
S -1.00203 -2.24781 0.85162 0.1 0.0 0.0 0.96
N -0.40206 -2.72669 -0.46806 0.0 0.0 0.0 -0.33
S 0.78429 -1.87603 -1.26476 -0.1 0.0 -0.1 0.79
N 0.94941 -0.51894 -0.80636 0.1 -0.1 0.1 -0.39
C 2.19595 -2.92127 -1.10247 -0.1 -0.1 0.0 -0.32
C 3.42319 -2.27261 -1.08216 0.0 0.0 0.0 -0.06
C 4.57385 -3.04408 -1.00163 0.0 0.0 0.0 -0.04
C 4.48120 -4.42805 -0.94747 0.0 0.0 0.0 -0.03
C 3.24172 -5.05921 -0.97633 0.0 0.0 0.0 -0.04
C 2.08264 -4.30691 -1.05965 0.0 0.0 0.0 -0.06
C 0.23683 -2.07344 -2.93459 0.0 0.0 0.0 -0.32
C -0.57973 -3.11744 -3.35178 0.0 0.0 0.0 -0.06
C -0.91935 -3.19179 -4.69342 0.0 0.0 0.0 -0.05
C -0.44053 -2.24164 -5.58887 0.0 0.0 0.0 -0.04
C 0.37737 -1.20757 -5.15253 0.0 0.0 0.0 -0.05
C 0.72363 -1.11332 -3.81276 0.0 0.0 0.0 -0.05
C 0.06584 -2.26498 2.27747 0.0 0.0 0.0 -0.31
C -0.44280 -2.77395 3.46983 0.0 0.0 0.0 -0.05
C 0.35877 -2.74261 4.60106 0.0 0.0 0.0 -0.03
C 1.63936 -2.21200 4.53540 0.0 0.0 0.0 -0.03
C 2.12675 -1.69586 3.34117 0.0 0.0 0.0 -0.03
C 1.34298 -1.71137 2.19702 0.0 0.0 0.0 -0.07
C -2.28132 -3.40854 1.16546 0.0 0.0 0.0 -0.34
C -3.59120 -2.99820 1.36551 0.0 0.0 0.0 -0.05
C -4.55319 -3.97387 1.58685 0.0 0.0 0.0 -0.03
C -4.19468 -5.31414 1.61533 0.0 0.0 0.0 -0.02
C -2.87332 -5.70127 1.41309 0.0 0.0 0.0 -0.02
C -1.89918 -4.74784 1.18051 0.0 0.0 0.0 -0.05
C -1.87615 0.72510 -1.24925 0.0 0.1 0.0 -0.33
C -2.56320 -0.32463 -1.84627 0.0 0.0 0.0 -0.05
C -2.89306 -0.21710 -3.18761 0.0 0.0 0.0 -0.03
C -2.54755 0.92194 -3.90020 0.0 0.0 0.0 -0.02
C -1.87129 1.96913 -3.28187 0.0 0.0 0.0 -0.02
C -1.53035 1.88329 -1.94498 0.0 0.0 0.0 -0.08
C -2.80633 1.48641 1.37952 0.0 -0.1 0.1 -0.30
C -3.01601 2.81900 1.03575 0.0 0.0 0.0 -0.04
C -3.96925 3.53815 1.73551 0.0 0.0 0.0 -0.02
C -4.68852 2.93124 2.75952 0.0 0.0 0.0 -0.02
C -4.46096 1.60231 3.09207 0.0 0.0 0.0 -0.03
C -3.51302 0.86312 2.40160 0.0 0.0 0.0 -0.05
H 3.46970 -1.19090 -1.14030 0.0 0.0 0.0 0.10
H 5.54295 -2.56437 -0.98748 0.0 0.0 0.0 0.12
H 5.38215 -5.02372 -0.88829 0.0 0.0 0.0 0.12
H 3.18176 -6.13830 -0.93955 0.0 0.0 0.0 0.12
H 1.11421 -4.78894 -1.09287 0.0 0.0 0.0 0.11
H -0.94886 -3.85176 -2.64878 0.0 0.0 0.0 0.11
H -1.55147 -3.99674 -5.04320 0.0 0.0 0.0 0.12
H -0.70202 -2.31457 -6.63618 0.0 0.0 0.0 0.12
H 0.75280 -0.47768 -5.85723 0.0 0.0 0.0 0.12
H 1.36172 -0.31486 -3.44991 0.0 0.0 0.0 0.10
H -1.43356 -3.20390 3.52167 0.0 0.0 0.0 0.12
H -0.01655 -3.15076 5.52960 0.0 0.0 0.0 0.13
H 2.26437 -2.20868 5.41856 0.0 0.0 0.0 0.13
H 3.12770 -1.28846 3.29261 0.0 0.0 0.0 0.13
H 1.71160 -1.28603 1.27329 0.0 0.0 0.0 0.08
H -3.86226 -1.95304 1.33572 0.0 0.0 0.0 0.10
H -5.58400 -3.68336 1.73546 0.0 0.0 0.0 0.13
H -4.95059 -6.06710 1.79350 0.0 0.0 0.0 0.13
H -2.60356 -6.74809 1.43404 0.0 0.0 0.0 0.13
H -0.86868 -5.03619 1.01645 0.0 0.0 0.0 0.12
H -2.84211 -1.20659 -1.28628 0.0 0.0 0.0 0.11
H -3.41972 -1.02705 -3.67306 0.0 0.0 0.0 0.13
H -2.81094 0.99973 -4.94667 0.0 0.0 0.0 0.13
H -1.61085 2.85532 -3.84421 0.0 0.0 0.0 0.13
H -0.99395 2.68909 -1.46399 0.0 0.0 0.0 0.09
H -2.46735 3.28599 0.22805 0.0 0.0 0.0 0.11
H -4.16121 4.56935 1.47248 0.0 0.0 0.0 0.13
H -5.43802 3.49775 3.29593 0.0 0.0 0.0 0.13
H -5.02674 1.13618 3.88711 0.0 0.0 0.0 0.13
H -3.32863 -0.17163 2.65134 0.0 0.0 0.0 0.10